DFT (wB97M-V/def2-TZVPD) results for a cluster of 16 separate species, C34H70Cl30N2O3 in total.

Geometry as XYZ:
```
139
Properties=species:S:1:pos:R:3:forces:R:3
N 4.997315 -3.211271 0.473271 0.0 0.2 -0.2
C 4.641935 -2.472466 -0.754663 0.4 0.2 0.4
C 4.351550 -0.971753 -0.567432 0.3 -0.1 -0.7
O 2.977955 -0.635994 -0.594359 0.2 -0.1 0.4
C 2.213901 -1.287274 0.407413 -1.0 0.2 -0.1
C 1.101509 -2.126560 -0.254376 0.4 0.2 -0.3
O 1.020858 -3.435509 0.330845 0.0 0.1 0.3
N 1.722390 -4.358378 -0.444003 0.4 0.0 0.1
O 2.105716 -5.252442 0.206104 -0.4 0.0 -0.1
H 4.730959 -2.692047 1.302577 -0.2 -0.1 0.0
H 6.007235 -3.262058 0.521388 0.0 -0.2 0.1
H 5.498567 -2.559703 -1.426161 -0.1 -0.1 -0.1
H 3.805937 -2.947515 -1.271843 -0.1 0.1 0.1
H 4.860148 -0.582599 0.325389 -0.2 -0.1 0.2
H 4.799477 -0.439954 -1.411123 -0.2 0.1 0.0
H 2.802073 -1.892803 1.095042 0.1 -0.1 -0.2
H 1.717751 -0.522555 1.007131 0.2 -0.1 0.0
H 1.341813 -2.196884 -1.317678 -0.1 -0.2 0.0
H 0.129234 -1.645672 -0.162306 -0.1 -0.2 0.2
Cl 6.283547 -7.392116 -1.025387 0.1 0.0 0.1
C 5.892350 -8.076771 0.572674 0.0 -0.1 0.1
C 5.261373 -7.057012 1.484755 -0.2 0.0 0.1
Cl 6.406360 -5.798135 2.007748 0.2 -0.1 0.0
H 6.802499 -8.489708 1.001084 0.1 0.1 0.0
H 5.188975 -8.889322 0.397838 0.0 0.0 0.0
H 4.906816 -7.545403 2.391278 0.0 -0.1 0.0
H 4.419098 -6.562768 1.003527 0.1 0.1 0.0
Cl 2.127669 1.808932 1.373971 0.2 0.2 0.1
C 1.525942 2.883423 2.663629 0.0 0.1 -0.1
C 0.617980 2.143738 3.607958 0.0 0.1 0.0
Cl -0.899796 1.618474 2.812922 0.1 -0.1 0.0
H 1.027896 3.720739 2.184224 -0.1 0.0 0.0
H 2.388564 3.262391 3.210484 0.0 -0.1 0.0
H 0.345347 2.779692 4.450217 -0.1 -0.1 -0.4
H 1.101360 1.254204 3.996610 0.0 0.0 0.0
Cl -6.282138 1.323577 0.624999 0.0 0.1 0.0
C -5.537981 -0.128201 1.342384 0.0 -0.1 0.1
C -4.127322 0.143502 1.792219 0.0 0.0 0.1
Cl -3.024512 0.426516 0.422585 0.0 0.0 -0.1
H -5.582287 -0.927000 0.608229 0.0 0.0 -0.1
H -6.153051 -0.411581 2.193500 0.0 0.0 0.0
H -3.737516 -0.710462 2.344404 -0.1 0.0 0.0
H -4.086882 1.019592 2.436000 0.0 0.0 0.0
Cl -1.437002 4.825334 1.966366 -0.1 0.1 -0.1
C -1.829688 6.333242 1.094233 0.0 0.1 0.0
C -0.614656 6.963314 0.462804 0.0 0.0 -0.1
Cl 0.520559 7.598658 1.681964 0.0 0.0 0.0
H -2.319769 7.009111 1.793600 0.3 -0.2 -0.1
H -2.548779 6.068654 0.319242 0.0 0.0 0.0
H -0.919102 7.805351 -0.158484 0.0 0.0 0.0
H -0.071270 6.256438 -0.158965 0.0 0.0 0.0
Cl 7.421324 -6.801564 -4.023793 0.1 0.0 -0.1
C 6.868019 -8.455010 -4.389792 0.0 -0.1 0.1
C 7.499896 -9.003539 -5.642470 0.0 -0.1 0.0
Cl 6.927479 -8.154706 -7.101722 0.0 0.0 0.0
H 5.783483 -8.436550 -4.470781 0.0 0.0 0.0
H 7.138248 -9.073186 -3.534722 0.0 0.0 0.0
H 7.230831 -10.052373 -5.757617 0.0 0.0 0.0
H 8.583372 -8.922519 -5.609282 0.0 0.1 0.0
Cl 3.634963 -4.155359 -3.678771 0.0 0.0 -0.1
C 3.232093 -5.807231 -4.210519 0.0 -0.1 0.0
C 4.066280 -6.235053 -5.390692 0.0 -0.1 0.0
Cl 3.662128 -5.325301 -6.870659 0.0 0.0 0.0
H 2.169730 -5.836916 -4.441025 0.0 0.1 0.0
H 3.422791 -6.468635 -3.366804 0.1 0.0 0.0
H 3.880818 -7.286547 -5.605091 -0.1 0.0 0.0
H 5.127533 -6.097996 -5.195711 -0.1 0.1 0.0
Cl 2.733937 -2.015206 3.893039 0.1 0.0 0.1
C 1.157031 -2.765119 4.244802 -0.1 -0.1 0.0
C 0.034692 -1.757864 4.222739 0.0 0.0 -0.1
Cl 0.177980 -0.590387 5.563460 -0.1 -0.1 0.2
H 1.232650 -3.249007 5.215378 0.0 0.0 0.0
H 0.983379 -3.526552 3.485463 0.0 0.1 -0.1
H -0.919820 -2.269560 4.335152 0.0 0.0 0.1
H 0.016533 -1.189437 3.294517 0.0 0.0 0.0
Cl -6.362340 -3.629765 0.083665 0.0 0.0 0.0
C -7.963137 -4.207924 0.614881 -0.1 -0.1 0.0
C -8.980580 -3.098251 0.692345 -0.1 0.0 -0.1
Cl -8.626625 -1.944300 2.004013 0.0 0.0 0.0
H -7.837014 -4.697765 1.577051 0.0 0.0 0.0
H -8.288985 -4.948597 -0.113393 0.0 0.0 0.0
H -9.962813 -3.519788 0.899004 0.0 0.0 0.0
H -9.033082 -2.535113 -0.236565 0.1 0.0 0.0
Cl -4.440633 8.112400 2.179478 -0.3 0.2 0.1
C -4.835413 9.621110 1.312119 -0.1 0.1 -0.1
C -3.620018 10.228529 0.658664 0.0 0.0 0.0
Cl -2.450940 10.839683 1.853232 0.0 0.0 0.0
H -5.290333 10.305547 2.023345 0.1 0.0 0.1
H -5.571920 9.369344 0.550392 0.0 0.0 0.0
H -3.921916 11.073243 0.041778 0.0 0.0 0.0
H -3.106715 9.505037 0.029412 0.0 0.0 0.0
Cl -9.743787 0.129223 -1.577200 0.0 0.0 0.0
C -9.350850 1.826756 -1.181399 0.1 0.1 0.1
C -10.573676 2.704639 -1.152872 0.0 0.1 0.0
Cl -11.290240 2.925871 -2.773887 0.0 0.0 0.0
H -8.624211 2.178653 -1.909089 0.0 0.0 0.0
H -8.883551 1.821468 -0.198809 0.0 0.0 0.0
H -10.297398 3.691900 -0.781030 0.0 -0.2 -0.3
H -11.341753 2.290188 -0.503786 0.0 0.0 -0.1
Cl -1.625450 5.055199 7.874008 0.0 0.0 0.0
C -1.347787 3.297897 7.964824 -0.1 -0.1 0.0
C 0.112429 2.960085 8.126346 0.0 -0.1 0.1
Cl 1.052451 3.349538 6.661929 0.1 0.1 0.3
H -1.760756 2.846383 7.065770 0.0 0.0 0.0
H -1.902887 2.930664 8.826480 0.0 0.0 0.0
H 0.223321 1.890526 8.298983 0.0 0.0 0.0
H 0.556757 3.495358 8.961468 0.0 0.1 0.0
Cl 2.179560 4.636153 -0.750781 0.0 0.1 0.0
C 2.774064 4.532526 -2.425932 0.0 -0.1 -0.1
C 3.122022 5.885780 -2.985863 -0.2 0.0 0.0
Cl 1.670702 6.907608 -3.222194 0.0 0.0 0.0
H 2.010764 4.039329 -3.022496 0.0 0.0 0.0
H 3.662607 3.902813 -2.410805 0.0 0.0 0.0
H 3.592733 5.769748 -3.956597 -0.3 0.0 0.1
H 3.804129 6.423321 -2.332418 0.0 0.0 0.0
Cl 5.884654 5.799044 -4.475562 0.6 -0.1 -0.2
C 5.579843 7.367307 -5.270604 -0.1 0.1 0.0
C 6.800310 7.886834 -5.985860 0.0 0.0 -0.1
Cl 8.091836 8.356391 -4.852867 0.0 0.0 0.0
H 5.235726 8.065441 -4.510842 0.1 0.0 0.0
H 4.774131 7.210054 -5.986544 0.0 0.0 0.0
H 6.535761 8.776089 -6.555393 0.0 0.0 0.0
H 7.206406 7.143827 -6.667311 0.0 0.0 0.0
Cl -6.802777 5.099580 -0.373144 0.0 0.0 -0.1
C -7.359855 6.154336 0.949071 0.1 0.1 0.1
C -8.254074 5.429090 1.921769 0.1 0.0 0.1
Cl -9.818958 4.972988 1.194594 0.0 0.2 0.2
H -7.864346 7.007337 0.501497 -0.1 0.0 0.0
H -6.472495 6.508688 1.473087 0.0 -0.1 0.0
H -8.471024 6.077783 2.768731 0.0 0.0 0.0
H -7.786907 4.519324 2.290663 0.0 0.0 -0.1
Cl 2.687575 -9.835788 -4.071642 0.0 0.0 0.0
C 2.319943 -10.552758 -2.480271 0.0 -0.1 0.1
C 1.671880 -9.562013 -1.546776 0.0 0.0 0.0
Cl 2.799594 -8.270225 -1.066065 -0.1 0.0 0.0
H 3.248628 -10.937316 -2.066337 0.0 0.1 0.0
H 1.644042 -11.387927 -2.656209 0.0 0.0 0.0
H 1.355798 -10.069033 -0.636513 0.0 0.0 0.0
H 0.802903 -9.094268 -2.002871 0.0 0.0 0.0
```
Forces are in eV/Å.

Its total charge is 0. As for the spin multiplicity: 1. For the total energy, the calculation gives -15478.41994 Eh. The max |F| is 1.0 eV Å⁻¹. The HOMO-LUMO gap comes out at 9.20 eV.

Mulliken atomic charge list, values in e, 99 entries: number 1, N, carries -0.317; number 2, C, carries 0.059; number 3, C, carries -0.485; number 4, O, carries -0.475; number 5, C, carries 1.444; number 6, C, carries -0.727; number 7, O, carries -0.202; number 8, N, carries 0.162; number 9, O, carries -0.363; number 10, H, carries 0.099; number 11, H, carries 0.271; number 12, H, carries 0.531; number 13, H, carries -0.660; number 14, H, carries 0.271; number 15, H, carries 0.439; number 16, H, carries -0.327; number 17, H, carries -0.559; number 18, H, carries 0.398; number 19, H, carries 0.401; number 20, Cl, carries -0.062; number 21, C, carries -0.698; number 22, C, carries 0.173; number 23, Cl, carries -0.206; number 24, H, carries 0.426; number 25, H, carries 0.230; number 26, H, carries 0.355; number 27, H, carries -0.216; number 28, Cl, carries -0.129; number 29, C, carries 0.066; number 30, C, carries -0.469; number 31, Cl, carries 0.047; number 32, H, carries -0.126; number 33, H, carries 0.385; number 34, H, carries -0.078; number 35, H, carries 0.372; number 36, Cl, carries -0.145; number 37, C, carries -0.490; number 38, C, carries -0.311; number 39, Cl, carries -0.202; number 40, H, carries 0.178; number 41, H, carries 0.231; number 42, H, carries 0.320; number 43, H, carries 0.345; number 44, Cl, carries -0.116; number 45, C, carries -0.318; number 46, C, carries -0.265; number 47, Cl, carries -0.202; number 48, H, carries 0.040; number 49, H, carries 0.347; number 50, H, carries 0.258; number 51, H, carries 0.178; number 52, Cl, carries -0.194; number 53, C, carries -0.193; number 54, C, carries -0.545; number 55, Cl, carries -0.180; number 56, H, carries 0.052; number 57, H, carries 0.429; number 58, H, carries 0.329; number 59, H, carries 0.338; number 60, Cl, carries -0.181; number 61, C, carries 0.041; number 62, C, carries -0.043; number 63, Cl, carries -0.207; number 64, H, carries 0.379; number 65, H, carries -0.132; number 66, H, carries 0.104; number 67, H, carries 0.030; number 68, Cl, carries -0.188; number 69, C, carries -0.399; number 70, C, carries -0.357; number 71, Cl, carries -0.136; number 72, H, carries 0.440; number 73, H, carries 0.217; number 74, H, carries 0.382; number 75, H, carries 0.045; number 76, Cl, carries -0.167; number 77, C, carries -0.458; number 78, C, carries -0.321; number 79, Cl, carries -0.177; number 80, H, carries 0.316; number 81, H, carries 0.309; number 82, H, carries 0.347; number 83, H, carries 0.172; number 84, Cl, carries -0.175; number 85, C, carries -0.397; number 86, C, carries -0.484; number 87, Cl, carries -0.166; number 88, H, carries 0.364; number 89, H, carries 0.257; number 90, H, carries 0.383; number 91, H, carries 0.239; number 92, Cl, carries -0.211; number 93, C, carries -0.083; number 94, C, carries -0.111; number 95, Cl, carries -0.213; number 96, H, carries 0.331; number 97, H, carries -0.004; number 98, H, carries -0.072; number 99, H, carries 0.393